Entry 1:
A molecular structure, C16H34F5NbO6PS at a distorted geometry. Source: OMol25; level of theory: ωB97M-V/def2-TZVPD.

Results
HOMO energy: -0.1615 Ha
Charge: -1
Orbital gap: 0.240 Ha

Cartesian coordinates (Å):
1 C -3.38105 -0.12730 2.61324
2 P -1.91372 0.90539 2.14261
3 C -1.31856 0.09691 0.61538
4 Nb -0.33821 1.18928 4.09336
5 S 1.59904 0.11508 2.69454
6 O 1.78977 0.85773 1.44578
7 O 2.78173 0.02778 3.54764
8 C 1.37793 -1.68682 2.05510
9 F 0.12870 -2.10999 2.38969
10 F 1.49068 -1.72357 0.69911
11 C 2.37131 -2.72726 2.61724
12 F 2.29434 -3.85791 1.86290
13 F 2.07065 -3.06963 3.87124
14 F 3.63888 -2.32013 2.56130
15 H -3.07030 -0.87658 3.34686
16 H -4.13442 0.53406 3.05743
17 H -3.80254 -0.62266 1.73436
18 H -0.30840 0.44368 0.38496
19 H -1.95424 0.37763 -0.23694
20 H -1.36278 -0.99509 0.70997
21 H -0.57487 -0.53214 4.69711
22 H 0.80305 1.20081 5.50960
23 H 0.28994 2.90068 3.74022
24 H -1.75893 1.62148 5.13449
25 C 3.85989 -6.20492 -0.96931
26 C 2.54141 -5.98655 -1.67452
27 O 1.87133 -6.91303 -2.06812
28 C 2.11644 -4.55154 -1.85042
29 H 4.06422 -7.27038 -0.89644
30 H 4.66465 -5.71509 -1.52012
31 H 3.82189 -5.76912 0.03054
32 H 2.86192 -4.00995 -2.43514
33 H 2.02912 -4.06804 -0.87532
34 H 1.15652 -4.50869 -2.35890
35 C 0.34446 3.90560 -2.85526
36 C 0.11833 2.60097 -2.12424
37 O -0.66061 2.51365 -1.20733
38 C 0.92802 1.41178 -2.58672
39 H -0.29355 4.67298 -2.42227
40 H 1.39058 4.19792 -2.76606
41 H 0.11204 3.79081 -3.91555
42 H 1.99233 1.62621 -2.48875
43 H 0.71652 1.19813 -3.63654
44 H 0.67292 0.54745 -1.97783
45 C 5.16257 3.99013 -5.53050
46 C 4.50789 3.89972 -4.17121
47 O 3.45796 3.32581 -4.01015
48 C 5.23257 4.56148 -3.02398
49 H 4.54777 3.47820 -6.26639
50 H 5.28239 5.03556 -5.81965
51 H 6.15215 3.53133 -5.50042
52 H 5.35488 5.62770 -3.22278
53 H 6.22466 4.12306 -2.90443
54 H 4.66656 4.42604 -2.10599
55 C -8.38788 -0.91134 1.06126
56 C -7.54237 -0.20019 2.09466
57 O -6.36728 0.00442 1.92258
58 C -8.24782 0.23916 3.35779
59 H -7.77017 -1.17504 0.20666
60 H -8.82222 -1.81648 1.48916
61 H -9.20425 -0.26464 0.73481
62 H -8.67665 -0.62490 3.86833
63 H -9.05933 0.92761 3.11507
64 H -7.53785 0.73273 4.01627

Atom charges from the Löwdin analysis, given in e for atoms 1 to 5: -0.40 0.65 -0.41 0.65 0.45

***

Entry 2:
A molecular structure, C16H34MgP2 at a distorted geometry. Source: OMol25; level of theory: ωB97M-V/def2-TZVPD.

Results
HOMO energy: -0.1540 Ha
Charge: 0
Orbital gap: 0.137 Ha
Energy relative to the best compared isomer or geometry (same formula, charge and spin): 463.9 kJ/mol

Cartesian coordinates (Å):
1 P 0.01473 -1.98943 -1.61292
2 P 0.19353 2.10483 -1.46371
3 C -0.25200 -0.55295 -2.72179
4 C 0.65476 0.70392 -2.56865
5 H -1.32470 -0.28314 -2.73383
6 H -0.07247 -0.97249 -3.72643
7 H 1.70408 0.42824 -2.34571
8 H 0.67001 1.18577 -3.56233
9 C -1.18638 2.91017 -2.33703
10 H -1.62827 3.68422 -1.68851
11 H -1.96687 2.17531 -2.59638
12 H -0.79344 3.37769 -3.25396
13 C 1.55359 3.27986 -1.50261
14 H 1.38883 3.97762 -2.33561
15 H 2.49983 2.74141 -1.65267
16 H 1.58595 3.83810 -0.55891
17 C -1.20911 -3.22036 -2.05472
18 H -1.36060 -3.92696 -1.22424
19 H -0.84287 -3.76669 -2.93899
20 H -2.16719 -2.73285 -2.29578
21 C 1.65409 -2.64342 -1.96594
22 H 2.41602 -1.84946 -1.98854
23 H 1.60486 -3.12882 -2.95097
24 H 1.93490 -3.39428 -1.21250
25 Mg 2.32204 -0.18824 3.84684
26 C -0.43021 1.92363 0.24231
27 C -1.84436 1.60628 0.24962
28 C -2.26238 0.32270 -0.23525
29 C -2.41429 -0.77806 0.88811
30 C -1.36411 -1.75125 0.84785
31 C -0.09461 -1.62150 0.14489
32 C 0.87860 -0.39542 0.49470
33 C 0.37923 0.88222 1.15801
34 C 1.41413 -1.97621 4.44998
35 H -0.28023 2.92250 0.68671
36 H -2.54400 2.28357 0.71515
37 H -1.46101 -0.02015 -0.90827
38 H -3.19677 0.39749 -0.81773
39 H -2.45415 -0.28127 1.86998
40 H -3.40059 -1.23637 0.71400
41 H -1.51607 -2.70348 1.36428
42 H 0.48015 -2.50684 0.52295
43 H 1.41721 -0.10676 -0.41936
44 H 1.66898 -0.84592 1.13425
45 H -0.21068 0.66378 2.06466
46 H 1.27948 1.41079 1.53218
47 H 1.91106 -2.29363 5.37492
48 H 1.55495 -2.69804 3.63968
49 H 0.34836 -1.78488 4.62888
50 C 1.31257 1.48605 4.65370
51 H 2.06769 2.21797 4.96740
52 H 0.74435 1.16908 5.53780
53 H 0.62340 1.95570 3.94452

Atom charges from the Löwdin analysis, given in e for atoms 1 to 5: 0.90 0.93 -0.32 -0.32 0.09